# C88H207N13O21

13 unconnected molecules or ions with the total composition C88H207N13O21 at a distorted geometry (the ωB97M-V functional and the def2-TZVPD basis, the OMol25 dataset).

Structure (XYZ):
```
329
Properties=species:S:1:pos:R:3:lowdin_charge:R:1
O 2.302 6.805 1.440 -0.0189
O -0.798 5.034 -5.167 -0.1735
O -0.415 3.658 2.657 -0.2120
O 3.862 0.908 -4.856 -0.1970
O -2.041 -0.536 2.463 -0.1518
O -2.914 -0.627 6.586 -0.1854
O -0.537 -4.853 2.128 -0.2036
O 0.162 -6.150 6.972 -0.1966
O 3.312 8.479 -3.293 -0.1911
O 0.711 2.608 -1.764 -0.1772
O 3.997 0.359 2.887 -0.2006
O -2.245 4.470 7.500 -0.2098
O 8.743 -1.612 -1.113 -0.2046
O -3.959 -6.546 -0.737 -0.0103
O -3.587 2.237 -2.523 -0.2131
O -0.245 -0.512 -5.134 -0.2136
O 4.717 -2.961 -2.439 -0.0314
O -5.426 2.533 2.845 -0.2061
O 8.228 -1.670 -6.000 -0.1885
O -2.921 -6.588 2.147 -0.0295
O -5.075 5.312 -5.024 -0.2081
N -1.324 0.413 -0.936 -0.0054
N 4.139 -4.193 -2.045 -0.0940
N 1.558 -5.855 4.270 -0.0340
N -3.107 4.379 2.116 -0.0455
N -3.260 -5.786 -1.617 -0.1297
N -2.086 1.529 8.463 -0.0473
N 5.146 -1.713 -5.011 -0.0629
N 5.706 -0.466 0.608 -0.0661
N 1.780 8.075 1.280 -0.1285
N -2.749 7.053 -5.068 -0.0597
N 2.198 6.684 -1.410 0.0610
N -3.218 -0.385 -4.126 -0.0535
N -3.365 -6.859 3.416 -0.0829
C -3.846 -8.597 5.104 -0.1403
C -1.291 -7.293 -1.553 -0.0251
C -3.066 -3.644 -2.786 -0.1465
C 2.754 1.734 -4.454 -0.0672
C 1.842 -3.336 -1.915 -0.0469
C -2.261 -6.469 -2.480 -0.4482
C -4.335 4.004 1.331 -0.1907
C -3.956 -4.452 3.672 -0.0229
C 6.168 -4.907 -0.849 -0.0242
C 6.063 -2.679 -5.604 -0.2139
C 0.804 -7.222 6.382 -0.2234
C -2.867 -7.451 -3.500 -0.0328
C -5.116 6.654 -4.637 -0.2226
C -1.696 5.708 7.259 -0.1392
C -4.281 1.920 -3.796 -0.1408
C -0.469 7.278 0.834 -0.0136
C -5.761 -6.062 3.107 -0.0289
C 0.414 8.196 1.735 -0.4801
C -1.414 3.822 3.705 -0.1532
C -0.026 0.312 -1.682 -0.1835
C 3.528 7.111 -3.404 -0.2394
C -2.197 -4.342 -3.860 -0.1724
C 3.538 9.052 2.813 -0.0549
C -4.338 -9.092 2.617 -0.0323
C -1.792 1.633 7.044 -0.2309
C -0.866 5.922 -4.042 -0.1846
C 5.740 -5.583 -3.252 -0.0245
C -4.021 -4.556 -2.013 -0.4281
C -3.104 -1.219 3.047 -0.1336
C -2.087 -9.090 3.574 -0.0439
C 4.327 -6.622 -1.419 -0.1024
C -4.945 -7.719 5.612 -0.2064
C -4.653 -6.263 5.354 -0.1282
C 0.221 7.977 3.219 -0.0221
C -3.744 3.582 -2.141 -0.1253
C -4.469 -3.711 -0.731 -0.0076
C 4.385 -0.971 0.962 -0.1951
C -0.056 9.690 1.465 -0.1257
C -3.455 -8.353 3.590 -0.4481
C 0.476 3.551 -0.781 -0.1328
C 3.434 6.400 -2.059 -0.4155
C -5.525 3.793 2.199 -0.2453
C 2.803 9.164 1.527 -0.4473
C -2.892 2.643 8.912 -0.1998
C 3.749 9.085 0.307 -0.0308
C 7.001 -2.136 -6.610 -0.2372
C -3.759 7.141 -4.035 -0.1996
C 0.825 10.769 2.047 -0.2453
C 0.572 -5.785 1.992 -0.2041
C 0.717 -1.523 -4.854 -0.1092
C -4.448 0.357 -3.897 -0.1852
C 2.152 -5.780 -1.906 -0.1332
C -6.610 2.195 3.532 -0.1130
C -1.126 0.125 0.480 -0.2346
C 9.941 -1.082 -1.542 -0.1482
C 0.945 4.015 3.011 -0.0770
C 4.544 0.306 -3.798 -0.2260
C -2.398 -0.186 1.134 -0.2426
C -4.415 -5.939 3.845 -0.4682
C -6.364 4.873 -5.415 -0.1082
C -4.121 -0.089 6.028 -0.1250
C 5.098 -5.291 -1.892 -0.4775
C 0.991 1.277 -1.293 -0.2178
C -1.734 0.241 6.419 -0.1690
C 3.176 1.316 3.613 -0.0893
C 2.181 10.616 1.552 -0.1489
C 3.378 4.889 -2.281 -0.0570
C 1.949 -6.632 5.451 -0.1732
C -2.150 4.035 8.837 -0.1931
C -0.221 3.831 -4.954 -0.1443
C 2.985 -6.961 -2.098 -0.1956
C 6.552 -1.392 -0.142 -0.1737
C 9.020 -0.865 -6.870 -0.1014
C -1.424 7.270 -4.540 -0.1892
C 5.754 -0.542 -4.357 -0.1414
C 2.757 -4.399 -2.532 -0.4271
C 7.926 -0.664 -0.453 -0.1801
C -5.249 -4.861 -2.941 -0.0218
C -1.365 -5.429 -3.232 -0.1422
C 3.416 0.025 1.631 -0.2159
C 0.664 -6.537 3.293 -0.2028
C -2.642 -0.088 -5.459 -0.1738
C -2.819 3.424 3.148 -0.1910
C -1.442 -1.007 -5.776 -0.1730
C 3.949 9.310 -4.333 -0.0566
C -1.245 -6.143 6.874 -0.1048
C -0.791 -4.314 0.811 -0.0723
C 2.678 -4.323 -4.066 -0.0151
H 0.987 5.070 3.282 0.0590
H -4.655 -3.728 4.089 0.0903
H 6.572 -2.355 0.368 0.0990
H 4.233 4.509 -2.840 0.0815
H -4.779 0.381 6.760 0.0782
H -3.570 3.497 3.935 0.1159
H -2.416 6.511 7.418 0.0875
H -1.103 3.816 9.042 0.1172
H 0.808 3.938 -4.612 0.0696
H -6.536 5.297 -6.405 0.0885
H 9.280 -1.418 -7.772 0.0822
H 3.916 -1.350 0.054 0.1061
H 9.813 -0.153 -2.097 0.0818
H 0.086 -3.847 0.363 0.0734
H -5.013 -2.810 -1.013 0.0812
H -0.979 9.977 1.970 0.1190
H -1.344 8.046 -3.778 0.1233
H 8.429 0.000 -7.172 0.0827
H -0.662 -4.957 -2.545 0.0883
H 4.399 9.719 2.773 0.0850
H 6.149 -4.681 -3.707 0.0567
H 6.228 0.144 -5.059 0.1140
H 1.800 -3.516 -0.841 0.0637
H -5.574 -5.802 5.711 0.1191
H 8.443 -0.357 0.456 0.1152
H -5.167 0.146 -4.688 0.1103
H -3.064 2.375 9.955 0.1131
H -2.558 2.225 6.542 0.0943
H 4.626 -1.269 -5.754 0.1074
H -5.362 -8.719 2.611 0.0723
H 2.471 4.677 -2.848 0.0601
H -1.705 -9.028 2.555 0.0773
H 6.773 -5.777 -0.595 0.0853
H 7.941 0.190 -1.130 0.1111
H -0.450 -0.668 0.802 0.1319
H 2.548 -7.768 -1.510 0.1142
H -2.312 4.386 1.493 0.0808
H 10.634 -0.842 -0.737 0.0844
H -0.780 7.670 3.519 0.0847
H 0.416 11.754 1.822 0.1223
H 4.306 6.642 -1.450 0.1402
H -0.644 3.188 -4.183 0.0825
H -1.460 5.443 -3.263 0.1095
H -2.877 2.458 2.646 0.1081
H 2.195 1.001 3.968 0.0881
H 4.490 6.825 -3.830 0.1252
H -2.565 -0.260 -3.365 0.0906
H -0.347 7.715 -0.157 0.0663
H -6.493 -5.284 3.327 0.0869
H -5.050 -7.958 6.670 0.1149
H -3.627 -3.364 -0.133 0.0470
H -7.543 2.591 3.129 0.0825
H 1.522 -5.296 1.779 0.1246
H -1.887 -8.000 -0.975 0.0762
H 4.843 1.103 -3.116 0.1150
H 1.981 -5.576 -0.849 0.1068
H 2.211 -2.316 -2.023 0.0637
H -6.402 3.786 -5.485 0.0787
H 1.260 -7.757 7.214 0.1145
H -2.558 0.663 8.683 0.1058
H 2.518 -7.468 5.045 0.1053
H 10.423 -1.827 -2.175 0.0916
H 1.064 1.234 -0.206 0.1084
H -1.702 -7.011 7.348 0.0871
H -1.761 1.322 -0.985 0.0860
H 1.701 3.775 2.264 0.0688
H -6.452 3.895 1.635 0.1179
H 3.033 9.262 3.756 0.0874
H -3.789 -4.295 2.606 0.0633
H -6.254 -7.020 3.272 0.0597
H 1.469 6.789 -2.101 0.0747
H -3.915 -0.496 3.129 0.0838
H 4.211 8.101 0.233 0.0728
H -2.424 4.853 9.504 0.1189
H 2.614 -6.058 6.097 0.1121
H 4.580 -2.908 -3.387 0.0299
H 2.791 11.285 2.159 0.1217
H -3.641 -2.916 -3.358 0.0966
H -2.373 0.952 -5.647 0.1025
H -4.181 3.156 0.664 0.1038
H 3.234 -5.158 -4.493 0.0701
H -1.607 -5.248 7.380 0.0918
H 0.462 -0.627 -1.423 0.1094
H -1.626 -2.029 -5.444 0.0908
H 6.778 -3.014 -4.853 0.1189
H -5.304 2.291 -3.739 0.1008
H 3.727 1.470 4.540 0.0830
H 3.480 9.021 -5.273 0.0856
H 0.235 4.480 -1.299 0.0734
H -4.202 -9.623 5.198 0.1181
H -3.443 -0.316 -6.162 0.1150
H 1.670 -4.310 -4.480 0.0728
H 3.154 -7.306 -3.118 0.1156
H 0.577 8.886 3.703 0.0673
H -2.125 -10.131 3.894 0.0939
H -0.215 10.012 0.436 0.1172
H -3.850 -5.967 6.028 0.1012
H -3.509 -6.910 -4.196 0.0639
H -5.268 7.195 -5.571 0.1223
H -4.407 -10.158 2.834 0.0857
H 6.575 -6.283 -3.214 0.0882
H 6.183 0.017 1.356 0.1062
H -2.935 -1.679 4.021 0.0815
H 4.973 -7.463 -1.670 0.1120
H -2.249 -8.243 -3.922 0.0833
H -1.274 3.361 4.682 0.0976
H 0.774 7.094 3.540 0.0624
H -3.918 -9.162 1.614 0.0841
H -0.796 5.938 7.829 0.0907
H -0.142 6.240 0.775 0.0643
H -5.653 4.598 2.922 0.1307
H -3.947 8.149 -3.665 0.1171
H 4.475 -1.845 1.606 0.1152
H 6.423 -0.786 -3.532 0.1173
H -2.987 -4.337 4.158 0.0861
H -1.418 -4.953 0.189 0.0693
H -4.786 3.651 -1.829 0.0882
H -7.222 5.167 -4.810 0.0861
H 0.933 -7.549 2.992 0.1228
H 1.222 -1.824 -5.771 0.0921
H -0.813 -5.913 -4.037 0.1226
H 7.131 -2.918 -7.357 0.1189
H 3.101 -3.420 -4.505 0.0631
H -3.551 -2.065 2.526 0.0631
H -3.864 2.865 8.471 0.1120
H -4.779 -0.866 5.639 0.0800
H -2.419 -3.094 -2.102 0.1124
H -0.852 2.151 6.853 0.1167
H -5.933 -7.966 5.224 0.1085
H 2.157 10.972 0.522 0.1172
H 0.118 6.243 -3.701 0.0966
H -0.816 7.528 -5.407 0.1172
H 1.136 -4.968 4.507 0.1086
H 4.007 8.079 2.957 0.0835
H -0.485 3.386 -0.292 0.0720
H 6.732 -4.001 -1.072 0.0651
H -1.144 -1.051 -6.823 0.1196
H 1.429 -1.073 -4.161 0.0719
H -0.802 1.083 0.887 0.1106
H -1.345 -3.403 1.039 0.0778
H 0.827 -3.284 -2.307 0.0670
H 2.324 7.647 -1.131 0.0434
H -0.782 -0.209 6.701 0.1216
H 2.824 2.231 -3.487 0.0666
H -0.204 0.371 -2.756 0.1051
H 4.891 -5.953 -3.826 0.0615
H -3.079 3.836 -1.315 0.0750
H 4.628 9.727 0.359 0.0889
H 3.275 0.925 1.032 0.1071
H 1.239 -5.873 -2.494 0.0893
H -3.579 -6.329 0.118 0.0616
H -5.048 -5.470 -3.822 0.0637
H -0.355 3.265 -5.876 0.1004
H -6.032 -5.439 -2.452 0.0753
H -3.770 2.458 -4.595 0.1129
H 0.311 -2.462 -4.477 0.0528
H 3.880 -0.258 -3.143 0.1022
H 0.123 -7.913 5.885 0.0990
H 1.260 3.468 3.900 0.0724
H 1.924 0.918 -1.728 0.1104
H -2.217 -5.958 2.315 0.0604
H 1.248 3.718 -0.030 0.0807
H -4.806 -0.127 -2.989 0.1152
H -0.377 -6.720 3.559 0.0844
H 4.255 -6.501 -0.338 0.1112
H 9.939 -0.595 -6.350 0.0879
H 5.478 -3.471 -6.071 0.1259
H -3.621 4.308 -2.944 0.0590
H 3.622 10.330 -4.132 0.0786
H -1.300 4.879 3.948 0.1008
H -6.745 1.115 3.470 0.0850
H 0.330 -6.485 1.192 0.1082
H -3.480 6.562 -3.154 0.0952
H 5.026 9.474 -4.371 0.0849
H 3.288 2.266 3.090 0.0735
H -1.525 7.364 1.093 0.0821
H -5.615 -6.014 2.028 0.0760
H -6.585 2.490 4.581 0.0865
H -1.481 -3.602 -4.218 0.0692
H 3.284 4.320 -1.356 0.0791
H -2.933 -8.527 5.695 0.1004
H -1.386 5.956 6.244 0.0717
H -1.556 0.320 5.346 0.1057
H -2.787 -1.035 0.571 0.1133
H -4.633 4.881 0.755 0.1155
H 0.770 10.711 3.134 0.1027
H -2.879 -4.639 -4.657 0.1146
H -5.754 -3.923 -3.170 0.0760
H 2.442 -0.419 1.835 0.1150
H 2.369 6.584 0.509 0.0416
H 2.853 6.786 -4.196 0.1256
H -0.468 -7.762 -2.092 0.0831
H -3.103 0.636 1.009 0.1232
H -5.009 -4.329 -0.013 0.0628
H -5.949 6.786 -3.946 0.1169
H 3.214 9.339 -0.608 0.0746
H -0.892 -6.681 -0.744 0.0436
H 2.607 2.508 -5.208 0.0856
H -3.994 0.677 5.263 0.0766
H 6.521 -1.381 -7.233 0.1217
H -2.816 6.147 -5.511 0.1001
H -1.323 -8.563 4.145 0.0488
H -1.477 -6.039 5.814 0.0717
H 5.639 -4.756 0.092 0.0767
H 6.146 -1.773 -1.080 0.0799
H 1.945 1.005 -4.500 0.0734
H -3.561 -8.110 -2.978 0.0786
```

## Properties
Lowest unoccupied orbital energy: 0.575 eV
E: -156960.473 eV
2S+1: 1
Charge: 0
Strongest force on any atom: 3.7 eV/A